Here is a 2-piece molecular cluster, C40H42N3O overall in a non-equilibrium geometry from the OMol25 dataset. Energies are from ωB97M-V/def2-TZVPD.

The geometry in XYZ format:
```
86
Properties=species:S:1:pos:R:3:forces:R:3
C 1.1852 -2.7709 1.7672 -0.16 -0.23 -0.10
N 1.6911 -1.7922 2.6958 0.23 0.84 -1.27
C 2.3893 -0.6730 2.3004 -0.46 0.15 -1.38
O 2.6388 -0.3420 1.1411 -0.13 -0.52 1.14
C 2.7284 0.1130 3.5563 -0.40 -0.36 0.02
C 4.2167 -0.0748 3.9346 0.24 0.00 -0.13
C 4.9478 1.2435 4.0821 0.04 0.08 0.07
C 5.6154 1.5593 5.2725 -0.11 0.17 -0.32
C 6.2379 2.8011 5.4224 -0.07 0.02 -0.27
C 6.2046 3.7315 4.3761 -0.12 -0.27 0.04
C 5.5517 3.4120 3.1794 -0.03 -0.25 0.19
C 4.9275 2.1684 3.0310 0.22 0.28 0.27
N 1.7929 -0.4661 4.5301 0.74 0.05 0.65
C 0.5995 0.2320 4.7268 -1.11 0.88 -0.97
C 0.0317 1.0582 3.8032 1.49 -0.89 0.79
C -1.2355 1.7311 3.9268 -1.08 0.90 0.40
C -1.5910 2.6970 2.9538 0.17 -0.60 0.41
C -2.8283 3.3209 2.9961 -0.35 -0.14 0.37
C -3.7317 3.0133 4.0268 0.27 -0.09 -0.21
C -3.3744 2.0938 5.0235 0.09 0.08 -0.17
C -2.1315 1.4659 4.9918 0.11 0.28 -0.69
C 1.5985 -1.8790 4.1263 0.48 0.22 0.88
C 2.7325 -2.7733 4.6797 -0.25 0.17 0.39
C 2.1356 -4.1807 4.7182 0.19 -0.39 0.02
C 0.5952 -4.0214 4.6971 -0.19 -0.35 0.05
C 0.2990 -2.5198 4.6459 0.35 0.23 -0.02
H 1.3648 -2.4138 0.7465 0.05 -0.04 0.31
H 1.6713 -3.7478 1.9044 -0.07 0.23 -0.12
H 0.1024 -2.9046 1.9099 0.26 0.02 -0.09
H 2.5032 1.1775 3.4222 0.19 -0.37 -0.04
H 4.2819 -0.6364 4.8730 -0.02 0.13 -0.24
H 4.6903 -0.6777 3.1378 0.00 0.22 0.36
H 5.6319 0.8250 6.0806 0.01 0.25 -0.18
H 6.7440 3.0416 6.3581 -0.12 -0.03 -0.27
H 6.6836 4.7037 4.4953 -0.12 -0.26 -0.04
H 5.5211 4.1316 2.3605 0.05 -0.18 0.22
H 4.4172 1.9127 2.0987 0.14 0.08 0.23
H 0.1321 0.0370 5.6998 -0.01 0.05 -0.54
H 0.5881 1.2780 2.8857 -0.27 -0.22 0.23
H -0.8644 2.9363 2.1731 -0.28 -0.08 0.17
H -3.0940 4.0445 2.2239 0.06 -0.11 0.27
H -4.7079 3.4946 4.0497 0.19 -0.08 0.06
H -4.0753 1.8621 5.8263 0.18 0.12 -0.19
H -1.8334 0.7627 5.7721 -0.27 0.21 -0.24
H 3.6436 -2.7023 4.0723 -0.29 -0.04 0.17
H 2.9634 -2.4020 5.6891 -0.03 -0.22 -0.22
H 2.4764 -4.7664 3.8545 -0.09 0.07 0.23
H 2.4614 -4.7140 5.6186 -0.03 0.03 -0.26
H 0.1624 -4.5320 3.8280 0.10 0.06 0.20
H 0.1521 -4.4757 5.5902 -0.01 0.07 -0.23
H 0.1240 -2.1345 5.6577 0.02 -0.11 -0.21
H -0.5608 -2.2457 4.0221 0.16 -0.06 0.20
C -8.6972 -3.4700 0.1240 -0.13 -0.66 0.35
N -8.0324 -2.2647 -0.3310 2.08 0.48 1.07
C -6.8827 -1.7730 0.2020 -1.59 -0.44 -0.65
C -6.5387 -0.5533 -0.4417 0.47 0.76 -0.35
C -5.4611 0.2688 -0.1078 -1.07 -0.74 -0.07
C -5.0635 1.4294 -0.8534 0.46 1.11 -0.69
C -4.9746 1.4551 -2.2748 -0.15 -0.01 0.30
C -4.6732 2.6300 -2.9538 -0.08 -0.34 0.20
C -4.4815 3.8302 -2.2563 -0.03 -0.10 0.23
C -4.2452 5.1063 -3.0048 0.13 0.29 -0.02
C -4.5149 3.8134 -0.8521 -0.03 0.01 -0.22
C -4.7657 2.6373 -0.1672 -0.09 -0.61 0.20
C -7.6107 -0.3159 -1.4333 -0.56 -0.65 -0.06
C -7.9715 0.7227 -2.2826 -0.37 0.18 -0.50
C -9.1245 0.5978 -3.0844 0.29 -0.04 0.39
C -9.9683 -0.5175 -2.9873 0.38 -0.40 0.43
C -9.6702 -1.5476 -2.0773 0.13 0.40 -0.26
C -8.4962 -1.4205 -1.3416 -0.05 0.78 -0.23
H -9.6184 -3.6232 -0.4450 0.32 0.04 0.19
H -8.0428 -4.3420 -0.0068 -0.20 0.26 -0.08
H -8.9441 -3.3886 1.1915 0.01 0.07 -0.35
H -6.3665 -2.2946 1.0017 -0.11 0.08 -0.16
H -4.9510 0.0576 0.8323 0.02 0.06 -0.10
H -5.1510 0.5372 -2.8356 0.08 0.20 0.13
H -4.5999 2.6346 -4.0459 -0.04 -0.09 0.41
H -4.0443 5.9296 -2.3132 -0.02 -0.11 -0.15
H -3.3924 5.0177 -3.6885 -0.14 -0.04 0.14
H -5.1150 5.3840 -3.6140 0.12 -0.14 0.14
H -4.3427 4.7451 -0.3047 -0.07 -0.38 -0.16
H -4.7956 2.6275 0.9242 0.08 0.09 -0.26
H -7.3689 1.6269 -2.3269 -0.23 -0.24 -0.15
H -9.3731 1.3903 -3.7944 0.09 -0.23 0.34
H -10.8627 -0.5879 -3.6065 0.27 0.04 0.18
H -10.3166 -2.4140 -1.9410 0.07 0.34 -0.19
```
Positions in Å, forces in eV/Å.

Values from the calculation:
Maximum force   0.0464 hartree/bohr
Total energy   -48673.128 eV
Orbital gap   4.622 eV
Net charge   +1

***

Here is the molecule H7NS2Si3 in a non-equilibrium geometry from the OMol25 dataset. Energies are from ωB97M-V/def2-TZVPD.

The geometry in XYZ format:
```
13
Properties=species:S:1:pos:R:3:forces:R:3
N 1.3699 -0.5052 -0.3414 2.14 2.87 0.40
Si 1.5616 1.1794 0.0330 -2.05 -0.51 3.36
Si 0.2693 -1.6520 0.0660 -2.21 -1.54 0.17
Si -2.1924 0.7638 -0.0266 0.14 -0.40 -0.88
S -0.6605 2.0176 0.8423 1.66 -0.81 -1.31
S -1.4961 -0.9983 -1.0368 0.18 -0.62 -0.30
H 2.0179 -0.7369 -1.0592 0.47 -0.40 -0.67
H 2.3237 1.4932 1.3838 -0.79 -0.28 -1.43
H 2.2541 1.7289 -1.0638 0.33 0.86 -1.06
H 0.8510 -2.9854 -0.3249 -0.52 0.45 -0.13
H -0.0880 -1.7116 1.4829 0.09 0.12 0.26
H -2.9232 0.1910 1.0561 -0.51 0.02 1.04
H -3.2873 1.2155 -1.0115 1.05 0.25 0.56
```
Positions in Å, forces in eV/Å.

Values from the calculation:
Maximum force   0.0771 hartree/bohr
Energy relative to the best compared isomer or geometry (same formula, charge and spin)   0.00 kJ/mol
Total energy   -46909.567 eV
Orbital gap   9.120 eV
SMILES   N1[SiH2]S[SiH2]S[SiH2]1
Net charge   0

***

Here is the molecule C3H7NO2 from the OMol25 dataset. Energies are from ωB97M-V/def2-TZVPD.

The geometry in XYZ format:
```
13
Properties=species:S:1:pos:R:3:forces:R:3
C -0.8873 1.4042 0.2183 -0.11 -0.14 -0.05
C -0.2499 0.0523 0.0702 -0.09 -0.46 -0.14
N -0.9059 -1.0422 -0.2103 0.15 0.76 0.10
O -0.3816 -2.2096 -0.3198 0.23 -0.32 0.02
C 1.2481 -0.1379 0.2107 -0.09 0.25 0.20
O 1.7855 -0.8535 -0.8668 -0.02 -0.13 -0.05
H -1.9765 1.3621 0.1340 0.10 -0.04 0.00
H -0.6425 1.8506 1.1940 -0.02 -0.25 -0.20
H -0.5098 2.1022 -0.5420 -0.05 -0.26 0.10
H -1.9087 -1.0626 -0.4063 -0.01 0.63 0.19
H 1.4406 -0.6349 1.1783 -0.05 0.01 -0.14
H 1.7531 0.8343 0.2397 -0.21 -0.11 0.02
H 1.2349 -1.6651 -0.9001 0.17 0.04 -0.05
```
Positions in Å, forces in eV/Å.

Values from the calculation:
Maximum force   0.0151 hartree/bohr
Energy relative to the best compared isomer or geometry (same formula, charge and spin)   306.53 kJ/mol
Total energy   -8807.352 eV
Orbital gap   9.638 eV
SMILES   C/C(CO)=[NH+]/[O-]
Net charge   0

***

Here is the molecule C4H5NO in a non-equilibrium geometry from the OMol25 dataset. Energies are from ωB97M-V/def2-TZVPD.

The geometry in XYZ format:
```
11
Properties=species:S:1:pos:R:3:forces:R:3
N -0.1224 -3.0984 0.1370 0.07 1.11 0.17
C -0.0619 -1.9631 0.3488 -0.05 -0.97 -0.16
C 0.0433 -0.5236 0.6362 0.18 -0.18 0.12
C 0.7006 0.3709 -0.4323 0.12 0.01 -0.08
C -0.6052 1.1711 -0.3261 0.01 0.32 -0.19
O -1.2024 0.1631 0.5135 -0.13 -0.05 0.08
H 0.4723 -0.4078 1.6398 -0.06 -0.03 -0.12
H 1.6192 0.8745 -0.1276 -0.15 -0.09 -0.05
H 0.8453 -0.1242 -1.3940 -0.03 0.05 0.17
H -0.5131 2.1246 0.2070 -0.02 -0.13 -0.08
H -1.1718 1.3192 -1.2503 0.08 -0.04 0.15
```
Positions in Å, forces in eV/Å.

Values from the calculation:
Maximum force   0.0218 hartree/bohr
Energy relative to the best compared isomer or geometry (same formula, charge and spin)   156.76 kJ/mol
Total energy   -7764.902 eV
Orbital gap   11.462 eV
SMILES   N#C[C@H]1CCO1
Net charge   0